Density functional theory data (the ωB97M-V functional and the def2-TZVPD basis) for the molecule C6H9NS.

Geometry as XYZ:
```
17
Properties=species:S:1:pos:R:3:forces:R:3:mulliken_charge:R:1
C 2.66371 -1.09418 0.05082 2.6667 -3.2385 -1.3519 -1.02
C 1.23158 -0.69880 -0.05852 -0.1895 -3.3792 -0.7087 0.82
C -0.06839 -1.32387 0.00332 -1.6278 -1.0799 0.6588 -0.53
C -1.01375 -0.36684 0.15589 0.8170 3.4471 -1.0311 0.06
S -2.67571 -0.06500 -0.09557 -2.6053 0.3806 2.8766 -0.39
N -0.37775 0.91963 0.07801 -2.1804 0.5173 -1.9940 -0.27
C 0.92752 0.56054 -0.14371 1.1707 6.0843 2.0926 -0.02
C 1.91968 1.66236 -0.00985 1.9618 1.3387 -0.2004 -0.93
H 3.30499 -1.60811 -0.93934 -2.1108 2.2503 1.9851 0.18
H 3.21643 -0.21243 0.46467 -0.0955 -1.7771 -0.4481 0.22
H 2.89223 -2.03076 0.64127 -0.8127 1.2816 0.2556 0.31
H -0.53220 -2.29269 -0.04262 1.0469 -0.8458 0.0711 0.35
H -2.92262 0.70434 1.25289 0.4715 -1.7439 -2.8177 0.16
H -1.04530 1.80794 -0.44883 3.2145 -3.7120 2.2009 0.38
H 1.66305 2.20614 -0.99963 1.6153 0.0480 1.6267 0.24
H 1.89796 2.37040 0.92385 -0.8714 -1.2648 -1.7982 0.22
H 3.01906 1.22248 0.14305 -2.4709 1.6931 -1.4173 0.22
```
Forces are in eV/Å.

The structure (SMILES) is Cc1cc(S)[nH]c1C. The HOMO energy is -8.1 eV.


Density functional theory data (the ωB97M-V functional and the def2-TZVPD basis) for a structure of composition C6H9NS.

Geometry as XYZ:
```
17
Properties=species:S:1:pos:R:3:forces:R:3:mulliken_spin:R:1
C -0.43006 1.80888 0.21735 0.4328 -3.2546 -1.2422 -0.04
C 1.95429 -0.96499 0.84368 4.1968 1.3078 4.2176 0.87
C 1.11422 -1.30251 -0.12769 -7.5717 -1.5936 -7.5051 0.64
C 0.30763 1.01107 -0.86810 1.0564 2.8248 -1.2285 0.07
C 0.02028 -0.46069 -0.63502 2.4973 0.3820 2.0869 -0.11
C -1.27748 -0.19344 0.74492 0.1618 0.5587 -2.2982 0.31
N -1.13888 1.15257 1.01107 -0.5946 0.7953 0.7568 0.11
S -2.88882 -0.57013 0.07860 -0.0049 -0.5308 0.1406 0.04
H -0.43111 2.79956 0.39060 0.6612 3.5776 0.0514 0.00
H 2.55659 -1.77401 1.12456 1.3867 -0.4497 0.8642 0.02
H 1.88138 -0.10712 1.44372 -0.1777 0.8877 0.8243 0.03
H 0.99938 -2.37255 -0.40793 -0.0273 0.7279 0.5070 0.02
H 0.09868 1.45146 -1.92753 -0.5343 -1.1456 1.5983 0.00
H 1.39338 1.35357 -0.89964 -0.9056 -0.9417 0.7735 0.00
H -0.66790 -0.79684 -1.33200 -0.6013 -1.4057 -1.4409 0.02
H -0.92553 -0.73316 1.54466 0.1532 -1.8158 1.7662 0.00
H -2.56605 -0.30167 -1.20125 -0.1287 0.0759 0.1282 0.02
```
Forces are in eV/Å.

The multiplicity is 3. The HOMO energy (spin up / spin down) is -5.2 / -9.4 eV. As for the expectation value of S²: 2.013.


Density functional theory data (the ωB97M-V functional and the def2-TZVPD basis) for the ion C6H9O with charge +1.

Geometry as XYZ:
```
16
Properties=species:S:1:pos:R:3:forces:R:3:mulliken_charge:R:1
C -0.32132 0.43114 -1.24213 2.9684 3.9842 0.8483 -0.60
C -0.74319 -1.08266 0.44045 -0.2770 -1.5000 1.0765 -0.78
C 1.44022 -0.18072 0.30127 -0.9377 -0.4281 -3.2502 -0.38
C 0.33647 -0.77089 -0.58691 0.6357 -0.2153 -1.7948 -0.24
C -0.24516 1.37832 0.09107 -3.9121 -3.4516 -1.7712 -0.23
C -0.71967 0.33510 1.12780 -0.5167 -0.5032 -2.0087 -0.02
O 0.65978 0.79116 0.98747 1.4062 0.5167 3.2348 -0.15
H 0.23213 1.01733 -2.04351 -0.5731 -1.3222 0.6400 0.32
H -1.35677 0.37659 -1.45648 -0.8977 -0.3616 -0.4580 0.36
H -1.64910 -1.34832 -0.14043 0.1082 0.6174 0.7721 0.36
H -0.57866 -1.99930 1.13560 0.0215 1.8746 -0.8847 0.36
H 1.82625 -1.03036 0.80534 0.9429 0.2547 1.4896 0.40
H 2.00898 0.53082 -0.24669 1.8359 -0.5077 -0.5322 0.38
H 0.76216 -1.48048 -1.36856 -0.9363 0.3559 1.4498 0.38
H -0.53036 2.40254 0.13749 0.5410 0.6864 0.3479 0.44
H -1.12176 0.62973 2.05822 -0.4092 -0.0002 0.8408 0.41
```
Forces are in eV/Å.

The total charge is +1. The HOMO energy is -16.3 eV.


The calculation returns the following max |F| values, one per record and in order: 0.12718, 0.20963, 0.10714 Eh/bohr.
The calculation returns the following E_tot values, one per record and in order: -18689.1187, -18686.4499, -8405.1470 eV.